{"formula": "C4H5N3", "method": "ωB97M-V with the def2-TZVPD basis set", "e_homo_ev": -8.6, "multiplicity": 1, "de_lowest_kcal_mol": 152.9, "largest_force_ev_per_a": 0.9, "species": ["N", "N", "N", "C", "C", "C", "C", "H", "H", "H", "H", "H"], "xyz": [[-0.4201, 1.8310, 0.9274], [-1.1226, -0.2566, -0.4509], [0.7153, -0.1961, 1.0598], [0.4192, 1.0590, 0.3531], [-0.7485, 0.1517, 0.9043], [0.2180, 0.1477, -0.9640], [1.0755, -0.8638, -0.2375], [-1.8378, 0.3889, -0.7822], [0.7596, -1.9065, -0.3003], [2.1501, -0.7555, -0.4002], [0.2767, 0.4238, -2.0115], [-1.4291, 0.0406, 1.7340]]}